Formula: C4H9NO
Source: OMol25
Level of theory: ωB97M-V with the def2-TZVPD basis set

Computed properties:
Gap between HOMO and LUMO (eV): 9.011
LUMO energy (eV): 1.003
Multiplicity: 1
Net charge: 0

Last column: natural (NBO) charge in e.
CARTESIAN COORDINATES (ANGSTROEM)
C -0.75026 -0.96976 -0.46322  -0.557
C 0.78969 -0.75362 0.98462  -0.251
C 0.62666 0.44982 1.70037  -0.748
C -0.74084 0.35407 -0.91716  0.573
N -0.07128 0.71246 -2.06629  -0.823
O -1.04402 1.30945 -0.10091  -0.670
H -0.15197 1.68098 -2.33118  0.400
H -0.00938 0.04516 -2.81738  0.387
H -1.52490 -1.21689 0.24720  0.231
H -0.43523 -1.76384 -1.13017  0.208
H 0.51676 -1.69101 1.45188  0.203
H 1.59994 -0.82615 0.26870  0.201
H 0.11871 0.39805 2.65842  0.219
H 1.42600 1.18115 1.63358  0.227
H -0.34986 1.09015 0.88156  0.402